# 1
Below is C6H8 in the gas phase in a non-equilibrium geometry, with properties calculated with ωB97M-V/def2-TZVPD.

Molecular weight in Da: 80.13
SMILES string: C#CCC1CC1
Energy above the lowest of the compared OMol25 structures with the same formula, charge and spin in kcal per mole: 52.6
Lowest unoccupied orbital energy in eV: 1.1613
Frontier orbital gap in eV: 10.9
2S+1: 1
Net charge: 0
Energy in hartree: -233.30315

CARTESIAN COORDINATES (ANGSTROEM)
C -1.074 2.750 -0.369
C -0.996 1.661 0.133
C -0.885 0.304 0.646
C -0.111 -0.541 -0.353
C 0.681 -1.716 0.234
C 1.381 -0.625 -0.503
H -1.300 3.719 -0.739
H -0.451 0.321 1.652
H -1.898 -0.127 0.754
H -0.582 -0.372 -1.337
H 0.664 -2.725 -0.160
H 0.891 -1.697 1.311
H 2.018 0.077 0.013
H 1.721 -0.936 -1.489

# 2
Below is C19H21N3O3S in the gas phase, with properties calculated with ωB97M-V/def2-TZVPD.

Molecular weight in Da: 371.46
SMILES string: CCOc1ccc2nc(SCC(=O)NCc3ccccc3OC)[nH]c2c1
Energy above the lowest of the compared OMol25 structures with the same formula, charge and spin in kcal per mole: 43.0
Lowest unoccupied orbital energy in eV: 0.4170
Frontier orbital gap in eV: 8.3
2S+1: 1
Net charge: 0
Energy in hartree: -1524.82517

CARTESIAN COORDINATES (ANGSTROEM)
C 5.325 -0.173 -5.182
C 4.143 -0.854 -4.511
O 3.900 -0.187 -3.289
C 2.887 -0.616 -2.492
C 2.732 0.111 -1.296
C 1.762 -0.192 -0.371
C 0.918 -1.260 -0.655
N -0.127 -1.788 0.066
C -0.590 -2.773 -0.654
S -1.928 -3.800 -0.233
C -2.074 -3.476 1.555
C -2.923 -2.254 1.922
O -3.948 -2.370 2.561
N -2.401 -1.099 1.497
C -2.979 0.184 1.802
C -1.970 1.171 2.325
C -0.698 0.803 2.726
C 0.206 1.748 3.187
C -0.166 3.075 3.253
C -1.439 3.465 2.866
C -2.345 2.522 2.402
O -3.618 2.804 1.997
C -4.067 4.135 2.061
N 0.088 -2.945 -1.828
C 1.069 -1.981 -1.857
C 2.046 -1.679 -2.792
H 5.545 -0.660 -6.128
H 5.096 0.874 -5.363
H 6.198 -0.229 -4.539
H 3.255 -0.794 -5.157
H 4.371 -1.913 -4.324
H 3.415 0.929 -1.129
H 1.648 0.375 0.538
H -2.546 -4.367 1.968
H -1.060 -3.368 1.939
H -1.516 -1.119 0.983
H -3.770 0.023 2.543
H -3.452 0.610 0.908
H -0.405 -0.235 2.681
H 1.195 1.443 3.495
H 0.529 3.820 3.610
H -1.710 4.507 2.930
H -5.096 4.114 1.705
H -3.475 4.792 1.416
H -4.048 4.518 3.086
H -0.110 -3.641 -2.525
H 2.133 -2.254 -3.699

# 3
Below is C2H4Cl2N2S in the gas phase in a non-equilibrium geometry, with properties calculated with ωB97M-V/def2-TZVPD.

Molecular weight in Da: 159.04
SMILES string: [H]/N=C(/NS)C(Cl)Cl
Energy above the lowest of the compared OMol25 structures with the same formula, charge and spin in kcal per mole: 5.4
Lowest unoccupied orbital energy in eV: 0.4860
Frontier orbital gap in eV: 9.8
2S+1: 1
Net charge: 0
Energy in hartree: -1506.61791

CARTESIAN COORDINATES (ANGSTROEM)
H 0.566 -1.738 -0.483
N -0.409 -1.472 -0.356
C -0.378 -0.327 0.106
N -1.541 0.402 0.392
S -3.052 -0.071 -0.008
C 0.974 0.135 0.622
Cl 2.258 -1.067 -0.011
Cl 1.334 1.664 -0.259
H -1.325 1.474 0.208
H -2.770 -0.340 -1.401
H 1.358 0.240 1.776